# 1
Here is a single C3H7NO molecule from OMol25. Energies are from wB97M-V/def2-TZVPD.

The strongest force on any atom is 0.910 eV Å⁻¹. Its gap between HOMO and LUMO is 10.66 eV. The LUMO energy is 0.91 eV. The SMILES is CCC(N)=O. As for the charge: 0.

Cartesian coordinates (Å):
C: -1.37 0.12 -0.08
C: -0.22 -0.51 0.78
C: 0.94 0.35 0.36
O: 1.29 1.36 0.94
N: 1.34 0.04 -0.92
H: -2.33 -0.35 0.12
H: -1.43 1.21 0.08
H: -1.20 0.04 -1.18
H: -0.08 -1.57 0.52
H: -0.31 -0.48 1.89
H: 1.45 -0.93 -1.16
H: 1.93 0.73 -1.35

---

# 2
Here is a single C3H7NO molecule from OMol25. Energies are from wB97M-V/def2-TZVPD.

The strongest force on any atom is 0.978 eV Å⁻¹. Its gap between HOMO and LUMO is 10.37 eV. The LUMO energy is 0.90 eV. The SMILES is C[C@@H](N)C=O. As for the charge: 0.

Cartesian coordinates (Å):
O: 1.30 1.90 0.40
C: 1.14 0.71 0.43
C: 0.05 -0.01 -0.38
C: -0.35 -1.29 0.34
N: -1.09 0.83 -0.66
H: 1.83 0.07 1.01
H: 0.61 -0.26 -1.29
H: -0.97 -1.90 -0.32
H: -0.90 -1.05 1.24
H: 0.53 -1.92 0.51
H: -0.87 1.48 -1.41
H: -1.28 1.44 0.11

---

# 3
Here is 2 unconnected molecules or ions with the total composition C3H7NO from OMol25. Energies are from wB97M-V/def2-TZVPD.

The strongest force on any atom is 0.563 eV Å⁻¹. Its gap between HOMO and LUMO is 10.74 eV. The LUMO energy is 0.86 eV. The SMILES is O=C[C@H]1CN1.[H][H]. As for the charge: 0.

Cartesian coordinates (Å):
O: 1.97 0.45 -0.10
C: 1.22 -0.18 -0.81
C: -0.25 0.04 -0.92
C: -1.16 -0.19 0.25
N: -0.81 1.15 -0.17
H: 1.38 -0.09 2.05
H: 1.18 -0.61 2.55
H: 1.61 -1.01 -1.44
H: -0.67 -0.22 -1.89
H: -0.75 -0.49 1.21
H: -2.15 -0.58 0.02
H: -1.57 1.59 -0.70

---

# 4
Here is a single C3H7NO molecule at a distorted geometry from OMol25. Energies are from wB97M-V/def2-TZVPD.

The strongest force on any atom is 1.838 eV Å⁻¹. Its gap between HOMO and LUMO is 8.84 eV. The LUMO energy is 0.27 eV. As for the charge: 0.

Cartesian coordinates (Å):
C: 0.83 -0.75 1.00
C: 0.80 -0.32 -0.45
O: 0.62 -1.23 -1.39
H: 1.55 0.47 -0.65
H: -0.02 -1.40 1.21
H: 1.75 -1.31 1.18
H: 0.82 0.10 1.68
C: -1.47 1.22 -0.21
N: -0.77 0.36 -0.82
H: -0.60 -0.35 -1.69
H: -2.53 1.36 -0.39
H: -0.98 1.86 0.53

---

# 5
Here is a single C3H7NO molecule at a distorted geometry from OMol25. Energies are from wB97M-V/def2-TZVPD.

The strongest force on any atom is 2.087 eV Å⁻¹. Its gap between HOMO and LUMO is 10.14 eV. The LUMO energy is 1.07 eV. The SMILES is C/N=C/OC. As for the charge: 0.

Cartesian coordinates (Å):
C: 1.37 1.03 0.93
O: 0.26 1.51 0.17
C: -0.32 0.57 -0.57
N: 0.12 -0.61 -0.72
C: -1.07 -1.44 -0.62
H: 1.17 0.03 1.32
H: 2.25 0.98 0.28
H: 1.51 1.75 1.73
H: -1.21 0.98 -1.08
H: -1.85 -0.66 -0.42
H: -1.17 -2.23 -1.38
H: -1.06 -1.90 0.37

---

# 6
Here is a single C3H7NO molecule from OMol25. Energies are from wB97M-V/def2-TZVPD.

The strongest force on any atom is 0.398 eV Å⁻¹. Its gap between HOMO and LUMO is 10.83 eV. The LUMO energy is 1.06 eV. The SMILES is OC[C@H]1CN1. As for the charge: 0.

Cartesian coordinates (Å):
O: -1.23 -0.86 1.10
C: -0.90 -0.96 -0.26
C: 0.17 0.05 -0.63
C: 0.38 1.26 0.19
N: 1.24 0.09 0.37
H: -0.38 -0.85 1.57
H: -1.81 -0.78 -0.84
H: -0.54 -1.97 -0.50
H: 0.40 0.19 -1.68
H: -0.31 1.47 1.01
H: 0.81 2.13 -0.29
H: 2.16 0.23 -0.03

---

# 7
Here is 2 unconnected molecules or ions with the total composition C3H7NO from OMol25. Energies are from wB97M-V/def2-TZVPD.

The strongest force on any atom is 0.562 eV Å⁻¹. Its gap between HOMO and LUMO is 10.75 eV. The LUMO energy is 0.91 eV. The SMILES is O=C[C@H]1CN1.[H][H]. As for the charge: 0.

Cartesian coordinates (Å):
O: 1.89 -0.30 0.02
C: 1.23 -0.11 -0.97
C: -0.24 0.19 -0.95
C: -1.11 -0.44 0.09
N: -0.71 0.94 0.22
H: 1.15 -0.06 2.25
H: 1.11 -0.45 2.89
H: 1.69 -0.17 -1.98
H: -0.69 0.39 -1.92
H: -0.65 -1.11 0.81
H: -2.13 -0.68 -0.20
H: -1.46 1.57 -0.06

---

# 8
Here is a single C3H7NO molecule from OMol25. Energies are from wB97M-V/def2-TZVPD.

The strongest force on any atom is 0.397 eV Å⁻¹. Its gap between HOMO and LUMO is 11.01 eV. The LUMO energy is 1.01 eV. The SMILES is [H]/N=C(\C)OC. As for the charge: 0.

Cartesian coordinates (Å):
C: -1.02 0.22 1.69
O: -0.32 0.81 0.60
C: 0.70 0.07 0.09
C: 0.66 0.24 -1.41
N: 1.43 -0.64 0.83
H: -1.58 -0.65 1.31
H: -0.34 -0.09 2.48
H: -1.72 0.97 2.04
H: -0.41 0.22 -1.66
H: 1.19 -0.55 -1.95
H: 1.03 1.22 -1.71
H: 2.16 -1.12 0.30

---

# 9
Here is a molecular structure, C3H7NO at a distorted geometry from OMol25. Energies are from wB97M-V/def2-TZVPD.

The strongest force on any atom is 1.279 eV Å⁻¹. Its gap between HOMO and LUMO is 8.87 eV. The LUMO energy is 0.40 eV. As for the charge: 0.

Cartesian coordinates (Å):
O: 1.62 0.46 0.81
C: 1.31 -0.64 0.01
C: 0.05 -0.37 -0.77
C: -1.46 0.50 0.23
N: -0.40 0.82 -0.82
H: 1.18 1.22 0.37
H: 1.13 -1.52 0.64
H: 2.09 -0.88 -0.72
H: -0.53 -1.22 -1.16
H: -1.00 0.29 1.22
H: -2.22 -0.27 0.01
H: -1.87 1.48 0.25

---

# 10
Here is a single C3H7NO2 molecule at a distorted geometry from OMol25. Energies are from wB97M-V/def2-TZVPD.

The strongest force on any atom is 1.850 eV Å⁻¹. Its gap between HOMO and LUMO is 7.91 eV. The LUMO energy is 0.48 eV. The SMILES is CO/C([O-])=C/[NH3+]. As for the charge: 0.

Cartesian coordinates (Å):
C: 2.40 0.28 0.02
O: 1.27 -0.53 0.32
C: 0.07 0.04 0.03
O: -0.03 1.18 -0.48
C: -1.03 -0.74 0.37
N: -2.28 -0.07 -0.12
H: 3.27 -0.33 0.30
H: 2.39 1.21 0.60
H: 2.45 0.53 -1.04
H: -2.60 0.01 0.85
H: -1.09 -1.81 0.47
H: -1.94 0.83 -0.52
H: -2.87 -0.59 -0.79

---

# 11
Here is a single C3H7NO2 molecule from OMol25. Energies are from wB97M-V/def2-TZVPD.

The strongest force on any atom is 0.420 eV Å⁻¹. Its gap between HOMO and LUMO is 10.60 eV. The LUMO energy is 0.91 eV. The SMILES is CNC(=O)OC. As for the charge: 0.

Cartesian coordinates (Å):
C: -2.00 -0.02 -0.47
N: -1.18 0.10 0.72
C: 0.17 0.10 0.81
O: 0.77 0.22 1.86
O: 0.75 -0.04 -0.41
C: 2.18 -0.09 -0.43
H: -2.81 0.72 -0.42
H: -2.45 -1.02 -0.56
H: -1.39 0.17 -1.35
H: -1.65 0.19 1.61
H: 2.60 0.31 0.49
H: 2.50 0.50 -1.29
H: 2.50 -1.13 -0.57

---

# 12
Here is a single C3H7NO2 molecule at a distorted geometry from OMol25. Energies are from wB97M-V/def2-TZVPD.

The strongest force on any atom is 4.222 eV Å⁻¹. Its gap between HOMO and LUMO is 8.11 eV. The LUMO energy is 0.80 eV. The SMILES is C/C(O)=C(\N)O. As for the charge: 0.

Cartesian coordinates (Å):
C: -1.28 -0.58 -0.72
C: 0.76 0.50 0.28
C: -0.18 -0.48 0.29
N: 0.85 1.51 -0.68
O: 1.84 0.44 1.10
O: 0.11 -1.52 1.21
H: 1.76 -0.41 1.58
H: -0.88 -1.76 1.19
H: 1.70 2.05 -0.55
H: 0.03 2.09 -0.76
H: -2.18 -0.07 -0.36
H: -0.98 -0.13 -1.66
H: -1.56 -1.62 -0.91

---

# 13
Here is 3 unconnected molecules or ions with the total composition C3H7NO2 at a distorted geometry from OMol25. Energies are from wB97M-V/def2-TZVPD.

The strongest force on any atom is 1.868 eV Å⁻¹. Its gap between HOMO and LUMO is 9.68 eV. The LUMO energy is -0.03 eV. The SMILES is CC#N.C=O.O. As for the charge: 0.

Cartesian coordinates (Å):
C: 1.67 -1.06 -0.11
C: 0.94 0.18 0.09
N: 0.84 1.33 0.23
O: -1.36 2.27 0.58
C: -1.29 -0.76 -0.07
O: -1.90 0.03 -0.75
H: 2.68 -0.75 0.13
H: 1.36 -1.87 0.54
H: 1.61 -1.36 -1.16
H: -0.82 2.80 -0.02
H: -1.23 -0.69 1.03
H: -0.83 -1.65 -0.52
H: -1.65 1.52 0.03

---

# 14
Here is a molecular structure, C3H7NO2 at a distorted geometry from OMol25. Energies are from wB97M-V/def2-TZVPD.

The strongest force on any atom is 5.884 eV Å⁻¹. Its gap between HOMO and LUMO is 9.41 eV. The LUMO energy is 0.39 eV. As for the charge: 0.

Cartesian coordinates (Å):
C: 2.03 -0.55 0.05
C: 0.04 0.86 -0.13
C: -1.51 0.61 0.40
H: 2.44 -0.49 1.16
H: 2.59 0.37 -0.53
H: 2.16 -1.58 -0.51
H: -1.33 0.46 1.88
H: -2.33 1.82 0.14
H: -2.17 -0.56 -1.59
H: -1.15 -1.78 -0.17
N: -2.00 -0.65 -0.29
O: 0.59 -0.42 -0.06
O: 0.65 1.91 -0.34

---

# 15
Here is 2 unconnected molecules or ions with the total composition C3H7NO2 at a distorted geometry from OMol25. Energies are from wB97M-V/def2-TZVPD.

The strongest force on any atom is 1.844 eV Å⁻¹. Its gap between HOMO and LUMO is 11.31 eV. The LUMO energy is 0.80 eV. The SMILES is O=C1NCCO1.[H][H]. As for the charge: 0.

Cartesian coordinates (Å):
O: -0.29 -0.27 1.17
C: -0.46 1.00 0.53
C: 0.70 0.97 -0.45
N: 0.75 -0.42 -0.90
C: 0.50 -1.12 0.31
O: 0.96 -2.15 0.69
H: -1.39 -1.28 0.37
H: -0.39 1.79 1.29
H: -1.43 1.10 0.01
H: 1.63 1.15 0.10
H: 0.63 1.65 -1.29
H: 0.08 -0.61 -1.65
H: -1.29 -1.80 -0.19

---

# 16
Here is a molecular structure, C3H7NO2 at a distorted geometry from OMol25. Energies are from wB97M-V/def2-TZVPD.

The strongest force on any atom is 3.109 eV Å⁻¹. Its gap between HOMO and LUMO is 10.46 eV. The LUMO energy is 0.94 eV. As for the charge: 0.

Cartesian coordinates (Å):
N: -0.65 0.61 2.14
C: -0.09 0.76 0.92
O: 0.91 1.41 0.68
C: 0.83 -1.03 -0.88
C: -0.12 -0.17 -1.53
O: -1.34 -0.25 -1.35
H: -1.62 0.33 2.13
H: -0.37 1.30 2.82
H: 0.49 -1.77 -0.14
H: 1.87 -0.71 -0.73
H: 0.37 0.60 -2.14
H: 0.43 -1.34 -2.09
H: -0.72 0.26 0.16

---

# 17
Here is a single C3H7NO2 molecule from OMol25. Energies are from wB97M-V/def2-TZVPD.

The strongest force on any atom is 0.468 eV Å⁻¹. Its gap between HOMO and LUMO is 10.70 eV. The LUMO energy is 0.79 eV. The SMILES is NC(=O)CCO. As for the charge: 0.

Cartesian coordinates (Å):
N: 2.03 -0.24 -0.35
C: 0.97 -0.89 0.21
O: 0.85 -2.10 0.19
C: -0.11 0.03 0.77
C: -1.16 0.25 -0.30
O: -2.08 1.21 0.18
H: 2.13 0.76 -0.33
H: 2.73 -0.79 -0.83
H: 0.30 1.00 1.08
H: -0.56 -0.45 1.64
H: -0.67 0.60 -1.23
H: -1.65 -0.71 -0.53
H: -2.77 1.33 -0.49

---

# 18
Here is a molecular structure, C3H7NO2 at a distorted geometry from OMol25. Energies are from wB97M-V/def2-TZVPD.

The strongest force on any atom is 8.097 eV Å⁻¹. Its gap between HOMO and LUMO is 10.06 eV. The LUMO energy is 0.07 eV. As for the charge: 0.

Cartesian coordinates (Å):
C: 2.03 -0.15 -0.05
C: -0.24 -0.62 0.24
C: -1.66 -0.12 -0.02
H: 2.27 -1.56 -0.24
H: 2.22 0.22 1.39
H: 2.77 0.66 -1.04
H: 0.04 -0.46 1.51
H: -0.45 -1.98 -0.11
H: -0.76 1.59 -0.16
H: -2.55 1.69 -0.58
N: -1.66 1.24 0.21
O: 0.67 0.34 -0.74
O: -2.67 -0.86 -0.41

---

# 19
Here is a single C3H7NO2 molecule at a distorted geometry from OMol25. Energies are from wB97M-V/def2-TZVPD.

The strongest force on any atom is 3.273 eV Å⁻¹. Its gap between HOMO and LUMO is 10.44 eV. The LUMO energy is 0.61 eV. The SMILES is CNC(=O)CO. As for the charge: 0.

Cartesian coordinates (Å):
C: 2.07 0.16 -0.11
N: 0.66 0.27 -0.40
C: -0.23 0.03 0.57
O: 0.08 -0.14 1.75
C: -1.68 -0.22 0.35
O: -2.05 -0.63 -0.97
H: 2.54 1.14 0.02
H: 2.17 -0.40 0.83
H: 2.58 -0.39 -0.91
H: 0.33 0.37 -1.35
H: -2.30 0.62 0.68
H: -1.54 -0.83 1.34
H: -2.63 0.05 -1.36

---

# 20
Here is 2 unconnected molecules or ions with the total composition C3H7NO2 from OMol25. Energies are from wB97M-V/def2-TZVPD.

The strongest force on any atom is 0.798 eV Å⁻¹. Its gap between HOMO and LUMO is 11.25 eV. The LUMO energy is 0.60 eV. The SMILES is N=C=O.CCO. As for the charge: 0.

Cartesian coordinates (Å):
N: -0.90 -1.52 -1.44
C: -0.65 -0.79 -2.38
O: -0.49 -0.15 -3.35
C: -0.44 1.16 0.84
C: 0.81 0.30 0.79
O: 0.42 -1.05 1.03
H: -0.51 -1.48 -0.49
H: -1.16 0.82 0.09
H: -0.91 1.09 1.82
H: -0.19 2.20 0.63
H: 1.30 0.39 -0.19
H: 1.53 0.62 1.56
H: 1.22 -1.60 1.07